i:
A single C4H9N molecule. Source: the OMol25 dataset; level of theory: ωB97M-V with the def2-TZVPD basis set.

Geometry (Å):
C1 0.019 -1.650 -1.162
C2 0.692 -0.513 -0.423
C3 -0.009 0.430 0.212
C4 0.625 1.443 1.119
N1 -1.377 0.669 -0.033
H1 -0.170 -2.500 -0.504
H2 -0.939 -1.353 -1.587
H3 0.668 -2.033 -1.951
H4 1.749 -0.644 -0.238
H5 0.983 2.302 0.547
H6 1.532 1.077 1.597
H7 -0.061 1.752 1.907
H8 -1.883 -0.197 -0.166
H9 -1.829 1.218 0.683

Properties
HOMO level	-7.9	eV
net charge	0
structure (SMILES)	C/C=C(/C)N
orbital gap	9.07	eV

Results of the Mulliken charge analysis, in e, for atoms 1 through 4: -1.193, -0.240, 0.667, -1.332

ii:
A single C4H9N molecule. Source: the OMol25 dataset; level of theory: ωB97M-V with the def2-TZVPD basis set.

Geometry (Å):
C1 -0.122 -1.893 1.398
C2 0.009 -0.351 1.096
C3 -0.564 0.045 -0.045
N1 -0.500 1.343 -0.610
C4 0.383 1.465 -1.679
H1 0.027 -1.841 2.434
H2 -0.998 -2.366 1.074
H3 0.852 -2.417 1.043
H4 0.346 0.272 1.922
H5 -0.867 -0.686 -0.898
H6 -0.551 1.933 0.215
H7 0.472 0.412 -2.167
H8 0.060 2.246 -2.494
H9 1.452 1.839 -1.290

Properties
HOMO level	-8.1	eV
net charge	0
structure (SMILES)	C/C=C/NC
orbital gap	9.34	eV

Results of the Mulliken charge analysis, in e, for atoms 1 through 4: -1.074, -0.252, -0.281, -0.274

Short version: ii is the least stable of them.